Entry 1:
A molecular structure, C19H19BrIIrN5O5S at a distorted geometry, computed with the ωB97M-V functional and the def2-TZVPD basis.

- electronic energy (eV) = -129509.38578
- largest force on an atom (eV Å⁻¹) = 1.41
- energy above the lowest of the compared OMol25 structures with the same formula, charge and spin (kJ/mol) = 21.4
- 2S+1 = 5
- total charge = +1
- LUMO level (spin up / spin down) (eV) = -3.52 / -4.54
- expectation value of S² = 6.01
- frontier orbital gap (spin up / spin down) (eV) = 7.4 / 6.4

Element x y z (Å)
Ir 0.052794 0.725625 0.875417
C 5.307594 0.061925 1.767517
C 4.211794 0.069325 2.750917
N 4.297294 0.240325 4.028417
N 3.036894 0.274425 4.501717
C 2.129194 0.161425 3.511917
S 0.467894 0.334425 3.560017
N 2.883294 -0.020475 2.382917
N 2.328494 -0.242575 1.141717
H 6.255094 0.119925 2.291217
H 5.214894 0.932925 1.118117
H 5.285394 -0.835975 1.152717
H 2.865894 0.385425 5.490517
H 2.950294 0.027025 0.383817
H 2.011194 -1.207975 1.010117
Br -4.380606 -4.934175 3.404217
C -3.620406 -4.324275 1.769317
C -3.947206 -4.954775 0.577317
C -3.375206 -4.506675 -0.601183
C -2.521506 -3.414275 -0.597583
C -2.216406 -2.786975 0.604717
C -2.746606 -3.249775 1.800317
C -1.361506 -1.559175 0.650517
O -0.198106 -1.615075 1.119117
O -1.840406 -0.481075 0.257217
H -4.641506 -5.780775 0.584317
H -3.602006 -5.005275 -1.530983
H -2.098006 -3.050475 -1.520883
H -2.496406 -2.765575 2.732117
N -2.200606 4.195325 0.702917
C -1.353006 3.462125 1.419717
O -1.524706 2.265325 1.620417
C -0.150106 4.176825 1.998217
I 1.619094 3.271425 1.164817
H -2.978006 3.715325 0.274517
H -2.084306 5.179925 0.529217
H -0.098906 3.998025 3.071417
H -0.113006 5.238525 1.777317
O 0.916594 0.175025 -1.229483
C 0.147394 0.987325 -1.808683
O -0.490906 1.826225 -1.122983
C 0.004994 0.936225 -3.282483
C 1.095094 0.606125 -4.083183
C 0.937594 0.512925 -5.453383
C -0.307606 0.724225 -6.025183
C -1.396706 1.042025 -5.227483
C -1.242506 1.160325 -3.857683
H 2.057794 0.435625 -3.627983
H 1.788494 0.271125 -6.071483
H -0.433606 0.627825 -7.093383
H -2.368306 1.194025 -5.674483
H -2.076906 1.400725 -3.216283

Atomic forces in eV per Å
-0.079 -0.823 -0.375
0.121 -0.014 -0.015
-0.080 -0.136 0.206
1.091 -0.004 -0.107
-0.696 -0.155 -0.927
-0.109 0.267 -0.068
-0.552 0.101 -0.428
0.122 0.020 1.120
-0.692 0.022 -0.475
0.075 -0.020 0.006
0.085 0.040 -0.089
0.043 -0.072 -0.022
-0.089 0.030 -0.169
-0.093 0.095 0.136
0.167 0.056 0.178
0.091 0.065 -0.246
-0.032 -0.028 0.172
0.013 0.025 0.272
0.075 0.114 -0.021
-0.005 0.064 0.116
0.085 0.055 -0.068
-0.094 -0.122 -0.042
-0.530 -1.176 -0.074
0.881 0.618 0.214
0.245 1.372 -0.186
-0.004 -0.081 -0.037
-0.057 -0.034 -0.071
0.040 0.055 -0.100
-0.010 0.001 0.093
-0.082 -0.222 0.086
0.328 1.057 -0.224
-0.061 -0.998 -0.074
0.127 -0.213 0.021
-0.184 0.350 0.128
-0.045 0.031 -0.024
0.074 -0.084 0.079
0.004 -0.008 -0.112
0.072 -0.030 -0.042
0.199 -0.513 0.845
0.107 0.209 -0.526
-0.501 0.055 0.819
-0.048 -0.020 -0.100
-0.137 0.035 0.141
0.063 0.022 0.001
-0.046 -0.036 0.013
-0.057 0.021 -0.039
0.162 0.033 0.137
0.106 -0.067 0.055
0.051 -0.027 -0.086
0.000 0.021 -0.076
-0.048 0.013 -0.027
-0.098 0.038 0.010



Entry 2:
A gas-phase ion, C6H8N (charge +1) at a distorted geometry, computed with the ωB97M-V functional and the def2-TZVPD basis.

- electronic energy (eV) = -7830.15425
- largest force on an atom (eV Å⁻¹) = 4.24
- energy above the lowest of the compared OMol25 structures with the same formula, charge and spin (kJ/mol) = 534.0
- total charge = +1
- SMILES = C1=C[N@+]23C[C@@H]2C[C@@H]13
- LUMO level (eV) = -3.37
- frontier orbital gap (eV) = 11.1

Element x y z (Å)
C -1.891952 0.321670 -0.087959
C -1.500602 -0.972982 -0.390328
C 0.408125 1.261107 -0.176025
C 1.304648 -1.118962 0.396045
C -0.699742 0.579104 0.765280
C 0.930793 -0.141724 -0.628047
N -0.195113 -0.816346 0.283104
H -2.677901 1.073231 -0.226985
H -1.680858 -1.933483 -0.843297
H -0.019160 1.657566 -1.056157
H 1.257699 1.762139 0.282928
H 1.749159 -1.996815 0.023778
H 1.649945 -1.021166 1.434512
H -0.779856 0.727651 1.807212
H 1.103834 -0.342346 -1.735647

Atomic forces in eV per Å
-0.204 -2.194 0.398
0.105 1.836 0.828
1.473 -2.268 1.190
-0.845 0.750 1.098
2.356 -0.267 -3.516
-0.451 1.542 0.382
0.376 -0.205 -0.496
-0.006 -1.024 -0.303
-0.739 0.327 -0.516
-0.438 1.322 -0.506
-0.525 0.762 -0.049
-0.420 -1.450 -0.756
-0.116 0.896 -0.508
0.026 0.232 1.024
-0.592 -0.260 1.732



Entry 3:
A molecular structure, H16O10V at a distorted geometry, computed with the ωB97M-V functional and the def2-TZVPD basis.

- electronic energy (eV) = -46417.72088
- largest force on an atom (eV Å⁻¹) = 3.74
- energy above the lowest of the compared OMol25 structures with the same formula, charge and spin (kJ/mol) = 106.9
- total charge = +1
- LUMO level (eV) = -4.00
- frontier orbital gap (eV) = 8.9

Element x y z (Å)
O -2.497408 5.702250 -31.600451
V -2.999771 5.472493 -30.059943
O -4.384771 6.279839 -29.863592
O -5.404819 6.885308 -32.401864
H -5.164658 7.801943 -32.266483
H -6.122324 6.731889 -31.787140
O -0.632123 4.272088 -29.794370
H -0.406460 3.546854 -30.376903
H -0.067731 4.151118 -29.030793
O -3.823886 5.150008 -34.669599
H -3.628394 5.820705 -35.323944
H -4.005114 5.641772 -33.868619
O -3.023511 4.768755 -27.972217
H -3.894679 4.459993 -27.723288
H -2.484449 4.617749 -27.195787
O -5.519850 3.834724 -27.750468
H -5.977246 3.735209 -26.915524
H -6.024533 4.496593 -28.223171
O -1.596916 7.071002 -29.333961
H -1.275940 7.458407 -30.148289
H -0.857963 7.137140 -28.729148
O -1.226544 8.272582 -31.895915
H -0.842433 8.293619 -32.772408
H -1.718088 9.091247 -31.829599
O -3.800529 3.466612 -30.246316
H -4.032269 2.792772 -30.885443
H -4.140627 3.135920 -29.414927

Atomic forces in eV per Å
-1.349 -0.704 3.418
-0.344 1.810 -2.693
2.302 -1.468 -0.252
0.057 -0.144 -0.446
0.081 0.211 0.043
-0.135 -0.063 0.134
-0.516 0.291 0.124
0.010 -0.177 -0.391
0.165 -0.017 0.265
0.124 -0.322 -0.086
0.009 0.096 -0.206
-0.198 0.229 0.390
0.977 0.186 -0.226
-1.328 -0.159 0.276
0.510 0.063 -0.014
0.374 -0.102 -0.133
-0.149 -0.225 0.365
-0.256 0.366 -0.336
-0.885 -0.689 0.163
0.231 0.455 -1.205
0.055 -0.280 0.397
-0.017 0.038 0.476
0.202 -0.215 -0.214
-0.158 0.295 0.018
0.382 0.496 0.358
0.100 0.155 -0.780
-0.245 -0.126 0.555



Entry 4:
A molecular structure, C3H4HgLiO3 at a distorted geometry, computed with the ωB97M-V functional and the def2-TZVPD basis.

- electronic energy (eV) = -13692.59115
- largest force on an atom (eV Å⁻¹) = 4.09
- energy above the lowest of the compared OMol25 structures with the same formula, charge and spin (kJ/mol) = 376.9
- 2S+1 = 2
- total charge = 0
- LUMO level (spin up / spin down) (eV) = -1.69 / -1.73
- expectation value of S² = 0.77
- frontier orbital gap (spin up / spin down) (eV) = 5.7 / 5.7

Element x y z (Å)
O 1.057014 0.766485 0.364236
C 1.859796 -0.194527 -0.205608
C -0.199855 0.304949 0.920965
O 2.741502 0.259725 -0.941913
O 1.423948 -1.384712 -0.212289
C -1.194647 0.274334 -0.236844
H -0.546127 1.099342 1.594806
H -0.072792 -0.605602 1.531787
H -0.491306 -0.201033 -0.972846
Li -2.370128 0.898504 -1.816383
Hg -0.397504 -2.241943 -0.359138
H -1.809902 1.024480 0.333231

Atomic forces in eV per Å
-0.297 -0.286 1.815
0.301 2.229 -3.419
0.963 0.854 0.449
-0.207 -0.793 1.618
2.576 -0.275 0.932
0.730 -1.277 2.033
0.578 -0.226 0.230
0.138 0.392 -0.277
-1.669 2.264 -0.997
0.507 -0.355 0.577
-2.973 -2.188 -0.213
-0.647 -0.338 -2.748



Entry 5:
A molecular structure, C2H5NO2S at a distorted geometry, computed with the ωB97M-V functional and the def2-TZVPD basis.

- electronic energy (eV) = -18572.19273
- largest force on an atom (eV Å⁻¹) = 2.74
- energy above the lowest of the compared OMol25 structures with the same formula, charge and spin (kJ/mol) = 325.8
- total charge = 0
- LUMO level (eV) = 0.65
- frontier orbital gap (eV) = 9.6

Element x y z (Å)
C 0.940790 0.073221 0.005972
C 0.038055 1.285422 0.181562
N -0.085857 -0.883532 -0.392235
O -2.461433 0.508770 -0.534722
O 0.099023 -2.141847 0.201768
S -1.452054 0.201391 0.450782
H 1.704948 0.163879 -0.771179
H 1.413671 -0.224891 0.945287
H 0.269660 1.943211 1.013693
H -0.101257 1.848906 -0.736587
H -0.365549 -2.774526 -0.364342

Atomic forces in eV per Å
0.575 -0.164 0.167
-0.168 -0.313 0.053
-2.081 0.717 0.437
-0.955 0.212 -0.567
0.167 0.081 0.257
2.545 -0.910 -0.419
0.039 0.019 0.172
0.018 0.031 0.008
-0.065 0.016 0.009
-0.189 -0.006 -0.015
0.115 0.317 -0.103



Entry 6:
A molecular structure, C50H28Cl5N5OPd, computed with the ωB97M-V functional and the def2-TZVPD basis.

- electronic energy (eV) = -127874.33305
- largest force on an atom (eV Å⁻¹) = 0.73
- energy above the lowest of the compared OMol25 structures with the same formula, charge and spin (kJ/mol) = 23.6
- total charge = +2
- LUMO level (spin up / spin down) (eV) = -7.77 / -7.78
- frontier orbital gap (spin up / spin down) (eV) = 4.8 / 4.8

Element x y z (Å)
Pd -0.372394 0.343412 -0.518381
C 4.780661 -2.307945 2.566585
C 3.407547 -2.107577 2.513480
C 2.785745 -1.910816 1.291980
C 3.520103 -1.924056 0.112149
C 4.898989 -2.102703 0.174709
C 5.524976 -2.299655 1.396548
C 2.895203 -1.566749 -1.194202
C 0.868223 -1.166953 -2.308300
C 1.062622 -3.627052 -1.780371
C -0.432888 -3.500637 -1.773625
C -1.079281 -2.333349 -1.837480
C -2.521539 -2.152749 -1.649533
C -3.397175 -3.328353 -1.823478
C -3.308673 -4.101811 -2.984483
C -4.133303 -5.200207 -3.151841
C -5.033860 -5.553276 -2.153533
C -5.116692 -4.800415 -0.991803
C -4.307067 -3.686974 -0.828421
C -3.040308 -0.953537 -1.273339
N -2.343363 0.177468 -0.741108
C -3.255171 1.011920 -0.240104
C -2.997095 2.080545 0.671581
C -4.179806 2.754646 1.279505
C -4.974559 3.596195 0.503073
C -6.092641 4.202885 1.054014
C -6.429393 3.967030 2.380755
C -5.641330 3.131234 3.157424
C -4.518243 2.527446 2.609244
C -1.739021 2.418727 1.090526
C -1.460017 3.436059 2.103554
C -0.139456 3.479399 2.290939
C 0.480578 2.527363 1.369574
N -0.532898 1.906813 0.657853
C 1.827061 2.359454 1.218598
C 2.362536 1.460034 0.243268
C 3.715740 1.611190 -0.308232
C 3.849393 0.762486 -1.324076
C 2.627048 -0.074859 -1.419102
N 1.712399 0.485208 -0.349067
C 2.806895 3.153310 2.005590
C 2.801590 4.546372 1.982680
C 3.727467 5.259735 2.730229
C 4.663575 4.588204 3.503453
C 4.685599 3.199872 3.516942
C 3.764374 2.484994 2.768033
C -4.586442 0.556932 -0.590120
C -4.451477 -0.635289 -1.194243
N -0.395701 -1.119988 -2.083908
H 5.268918 -2.470335 3.517938
H 2.823434 -2.113975 3.424435
H 1.712613 -1.775889 1.253385
H 5.494982 -2.081997 -0.729152
H 6.595759 -2.447178 1.430337
H 1.396070 -4.332639 -2.541473
H -0.982064 -4.417984 -1.612376
H -2.619770 -3.818714 -3.770718
H -4.079472 -5.779224 -4.063636
H -5.669070 -6.419123 -2.282406
H -5.809279 -5.081253 -0.210099
H -4.362772 -3.108369 0.085527
H -4.706776 3.792121 -0.528687
H -6.696975 4.865388 0.449268
H -7.304970 4.436628 2.807783
H -5.903207 2.943828 4.190009
H -3.907114 1.870226 3.217413
H -2.222527 4.021919 2.588637
H 0.415723 4.097287 2.975948
H 4.430982 2.331683 0.053444
H 4.723145 0.627000 -1.943891
H 2.092510 5.073414 1.355519
H 3.722562 6.340940 2.700590
H 5.379738 5.146464 4.090913
H 5.416995 2.674968 4.116548
H 3.779224 1.399951 2.787000
H -5.492520 1.095831 -0.373676
H -5.229879 -1.261146 -1.598638
O -1.268732 -1.009092 1.829326
N -0.633148 -1.216153 0.951099
Cl 0.981399 1.048649 -4.945764
C 2.056508 0.269883 -3.877909
C 1.704917 -0.024371 -2.595576
C 1.758555 -2.290563 -1.984828
Cl 1.448775 -4.429220 -0.217746
C 3.252763 -2.193843 -2.509602
Cl 3.977057 -3.783354 -2.347493
C 3.772201 -1.420961 -3.737038
Cl 5.180701 -2.098893 -4.431327
C 3.278655 -0.303049 -4.361382
Cl 3.935559 0.267160 -5.835238

Atomic forces in eV per Å
0.039 -0.017 -0.202
0.022 0.006 -0.013
-0.004 0.009 0.003
-0.018 -0.021 0.010
0.052 0.063 0.044
0.004 0.067 0.005
-0.014 0.002 0.006
0.142 -0.165 0.052
-0.538 0.169 0.216
0.058 -0.042 0.045
0.010 0.031 0.072
-0.116 0.022 0.054
0.044 -0.070 -0.027
0.011 0.054 -0.075
-0.046 0.010 -0.004
-0.002 0.015 0.002
0.004 -0.010 -0.013
0.003 0.009 0.008
-0.002 -0.045 0.009
0.047 0.219 0.011
-0.042 -0.246 0.076
-0.118 -0.004 0.204
0.077 -0.156 -0.031
-0.067 0.107 -0.157
0.048 0.045 0.047
-0.002 0.000 0.024
-0.003 0.018 -0.029
-0.001 -0.005 0.005
-0.023 -0.034 0.018
0.035 0.116 0.002
-0.025 -0.015 -0.019
0.032 -0.020 0.003
-0.033 -0.047 0.129
-0.008 0.086 0.035
0.077 -0.112 -0.075
-0.090 0.085 0.011
0.008 -0.060 0.001
0.041 0.031 0.102
-0.077 -0.073 0.116
-0.006 0.114 -0.282
-0.069 0.022 0.056
0.077 -0.005 -0.048
-0.010 -0.003 -0.007
0.011 0.002 -0.004
-0.006 0.014 0.002
-0.007 0.005 0.038
0.066 -0.001 0.021
-0.021 -0.044 -0.078
0.142 0.069 0.044
-0.004 -0.001 0.003
0.000 -0.006 0.002
0.007 -0.015 -0.016
-0.014 -0.027 -0.015
0.002 -0.001 0.009
-0.030 0.005 -0.006
-0.007 -0.001 -0.019
0.016 -0.009 0.006
0.002 -0.007 0.004
-0.004 0.003 -0.001
-0.002 -0.001 -0.002
0.005 0.004 0.000
-0.002 -0.020 -0.009
-0.011 -0.006 0.001
0.001 0.003 0.004
0.007 0.006 0.005
-0.002 -0.013 -0.008
0.005 -0.006 0.016
-0.007 0.006 0.003
0.008 0.010 -0.015
-0.011 0.005 -0.022
-0.024 -0.003 0.018
-0.004 0.002 0.010
0.008 -0.001 -0.007
0.002 -0.003 -0.001
-0.014 -0.003 -0.001
-0.005 -0.006 0.025
-0.003 -0.006 0.016
-0.033 0.072 0.038
0.014 -0.086 0.030
-0.200 -0.515 -0.113
-0.122 0.110 -0.175
0.729 0.078 0.027
0.144 0.162 -0.280
-0.002 -0.013 -0.001
-0.343 -0.108 -0.154
-0.056 -0.045 -0.068
0.025 -0.109 -0.032
0.022 0.112 0.101
0.086 0.074 0.143
0.115 0.162 0.073